Entry 1:
Computed, not measured: C38H36N2O2STa as an isolated structure, with ωB97M-V with the def2-TZVPD basis set.

Atoms and positions in Å:
Ta -0.135 0.472 0.273
C -2.728 0.476 -3.314
C -2.043 -0.146 -2.139
O -1.129 0.535 -1.606
C -2.403 -1.457 -1.676
C -3.430 -2.189 -2.315
C -3.759 -3.453 -1.913
C -3.055 -4.037 -0.850
C -2.051 -3.359 -0.205
C -1.708 -2.053 -0.591
O -0.759 -1.427 0.071
H -2.301 1.457 -3.498
H -3.797 0.573 -3.120
H -2.610 -0.149 -4.200
H -3.966 -1.738 -3.139
H -4.548 -4.000 -2.410
H -3.308 -5.040 -0.530
H -1.506 -3.805 0.616
C -6.075 2.567 3.513
C -5.252 3.503 2.899
C -4.084 3.106 2.272
C -3.728 1.755 2.243
C -4.580 0.819 2.835
C -5.737 1.221 3.479
C -2.512 1.259 1.585
C -1.343 1.873 1.302
C -0.977 3.249 1.712
C -0.901 3.583 3.065
C -0.502 4.852 3.455
C -0.176 5.805 2.500
C -0.239 5.480 1.153
C -0.627 4.207 0.762
H -6.983 2.885 4.007
H -5.525 4.550 2.909
H -3.453 3.843 1.796
H -4.326 -0.235 2.791
H -6.381 0.487 3.946
H -2.614 0.205 1.290
H -1.169 2.845 3.814
H -0.449 5.098 4.508
H 0.135 6.796 2.806
H 0.030 6.212 0.403
H -0.649 3.948 -0.291
N 4.547 -1.706 5.397
C 3.246 -1.422 5.549
S 2.510 -1.500 7.016
C 2.503 -1.026 4.313
C 1.141 -0.743 4.388
C 0.453 -0.383 3.254
N 1.043 -0.249 2.052
C 2.354 -0.513 1.973
C 3.103 -0.913 3.060
H 5.073 -1.974 6.212
H 5.027 -1.668 4.517
H 0.634 -0.814 5.339
H -0.607 -0.167 3.294
H 2.807 -0.378 1.001
H 4.151 -1.106 2.890
C 1.881 1.595 -2.875
C 2.346 1.918 -1.450
C 3.671 1.174 -1.194
C 1.280 1.432 -0.514
C 2.561 3.418 -1.220
C 2.897 3.872 0.057
C 3.092 5.217 0.315
C 2.957 6.148 -0.707
C 2.628 5.713 -1.980
C 2.432 4.359 -2.234
H 1.686 0.525 -2.958
H 2.650 1.855 -3.603
H 0.962 2.126 -3.123
H 3.534 0.100 -1.340
H 4.032 1.349 -0.180
H 4.438 1.524 -1.886
H 1.078 2.102 0.381
H 3.004 3.163 0.872
H 3.348 5.541 1.315
H 3.111 7.201 -0.512
H 2.524 6.426 -2.787
H 2.176 4.052 -3.238

Charge: +1
LUMO energy: -3.76 eV
Relative energy (zero: lowest compared OMol25 entry of this formula, charge and spin): 5.0 kcal per mole
Frontier orbital gap: 7.0 eV
HOMO level: -10.74 eV

Results of the Mulliken charge analysis, in e, for atoms 1 through 8: atom 1 (Ta): 0.894, atom 2 (C): -1.910, atom 3 (C): 1.303, atom 4 (O): -0.458, atom 5 (C): 0.564, atom 6 (C): -0.858, atom 7 (C): -0.911, atom 8 (C): -0.422

=====

Entry 2:
Computed, not measured: an isolated ion of composition C38H36N3O2 and charge +1 in a non-equilibrium geometry, with ωB97M-V with the def2-TZVPD basis set.

Atoms and positions in Å:
C -5.246 -1.862 3.018
C -4.497 -1.666 1.797
C -4.867 -1.573 0.485
C -3.668 -1.415 -0.268
C -2.624 -1.405 0.637
C -1.171 -1.401 0.406
N -0.748 -2.659 -0.196
C -1.133 -3.957 0.309
C -0.087 -2.525 -1.385
O 0.235 -3.441 -2.134
C 0.145 -1.024 -1.585
C 1.601 -0.655 -1.357
C 2.614 -1.385 -2.211
C 3.586 -2.196 -1.613
C 4.486 -2.900 -2.419
C 4.444 -2.753 -3.812
C 3.489 -1.915 -4.401
C 2.579 -1.220 -3.598
N -0.723 -0.448 -0.591
C -0.977 0.998 -0.464
C -0.708 1.697 -1.709
C -1.324 2.871 -2.190
C -0.980 3.300 -3.512
C -1.348 4.554 -3.977
C -2.050 5.434 -3.136
C -2.480 4.999 -1.873
C -2.229 3.700 -1.449
O -3.126 -1.565 1.901
H -6.288 -2.054 2.743
H -4.888 -2.718 3.604
H -5.227 -0.966 3.653
H -5.878 -1.631 0.087
H -3.575 -1.319 -1.348
H -0.654 -1.241 1.371
H -0.394 -4.689 -0.030
H -1.148 -3.934 1.403
H -2.125 -4.250 -0.066
H -0.171 -0.780 -2.615
H 1.691 0.429 -1.506
H 1.814 -0.843 -0.295
H 3.613 -2.286 -0.523
H 5.214 -3.570 -1.958
H 5.149 -3.302 -4.441
H 3.439 -1.801 -5.485
H 1.825 -0.558 -4.032
H -2.025 1.075 -0.149
H 0.003 1.236 -2.393
H -0.412 2.612 -4.140
H -1.085 4.854 -4.994
H -2.272 6.449 -3.475
H -3.021 5.691 -1.219
H -2.714 3.305 -0.555
C -0.995 2.813 1.317
C -0.111 1.855 0.524
N 0.756 1.075 1.433
C 2.143 0.958 1.307
C 3.008 1.525 0.369
C 4.357 1.150 0.420
C 4.828 0.266 1.408
C 3.977 -0.226 2.404
C 2.633 0.135 2.352
C 1.521 -0.144 3.218
C 0.379 0.477 2.641
C -0.860 0.415 3.276
C -0.944 -0.288 4.483
C 0.188 -0.892 5.056
C 1.436 -0.820 4.429
H -1.095 3.732 0.735
H -1.999 2.396 1.459
H -0.567 3.060 2.294
H 0.610 2.452 -0.055
H 2.628 2.232 -0.367
H 5.055 1.554 -0.315
H 5.878 -0.024 1.403
H 4.307 -0.875 3.218
H -1.724 0.908 2.843
H -1.907 -0.351 4.990
H 0.090 -1.422 6.002
H 2.346 -1.258 4.844

Charge: +1
LUMO energy: -6.00 eV
Relative energy (zero: lowest compared OMol25 entry of this formula, charge and spin): 18.6 kcal per mole
Frontier orbital gap: 4.4 eV
HOMO level: -10.35 eV

Results of the Mulliken charge analysis, in e, for atoms 1 through 8: atom 1 (C): -1.281, atom 2 (C): 0.438, atom 3 (C): -0.958, atom 4 (C): -0.599, atom 5 (C): -0.772, atom 6 (C): 1.412, atom 7 (N): 0.356, atom 8 (C): -1.035

=====

Entry 3:
Computed, not measured: C38H36N5O2PdSTe as an isolated structure, with ωB97M-V with the def2-TZVPD basis set.

Atoms and positions in Å:
Pd -0.339 0.340 1.095
C -1.800 -3.766 -2.047
O -0.754 -2.960 -2.636
C -0.536 -1.956 -1.769
N -1.245 -1.868 -0.728
C -2.193 -2.993 -0.763
C -2.130 -3.852 0.476
C -3.167 -4.743 0.734
C -3.112 -5.586 1.833
C -2.017 -5.544 2.687
C -0.984 -4.652 2.439
C -1.039 -3.808 1.336
C 0.540 -1.012 -2.140
C 1.228 -1.160 -3.340
C 2.208 -0.238 -3.661
C 2.469 0.797 -2.781
C 1.734 0.853 -1.608
N 0.787 -0.023 -1.281
C 1.963 1.899 -0.591
N 1.518 1.829 0.595
C 1.921 3.057 1.295
C 2.732 3.825 0.217
O 2.691 2.960 -0.947
C 0.759 3.860 1.829
C 0.989 4.770 2.856
C -0.036 5.575 3.323
C -1.303 5.482 2.762
C -1.537 4.579 1.736
C -0.510 3.765 1.274
H -1.389 -4.750 -1.828
H -2.608 -3.857 -2.768
H -3.202 -2.584 -0.855
H -4.030 -4.771 0.077
H -3.923 -6.278 2.021
H -1.966 -6.212 3.537
H -0.128 -4.616 3.101
H -0.238 -3.104 1.147
H 0.985 -1.983 -3.996
H 2.762 -0.325 -4.586
H 3.220 1.548 -2.984
H 2.567 2.773 2.131
H 3.773 3.986 0.485
H 2.270 4.772 -0.053
H 1.978 4.845 3.296
H 0.153 6.276 4.126
H -2.104 6.116 3.119
H -2.521 4.508 1.291
H -0.696 3.074 0.459
C 0.452 4.910 7.679
C 0.556 3.868 6.602
C 1.760 3.235 6.323
C 1.860 2.237 5.364
C 3.211 1.615 5.121
C 0.706 1.860 4.651
Te 0.928 0.229 3.338
C -0.518 2.517 4.889
C -1.796 2.173 4.191
C -0.561 3.505 5.863
H 1.415 5.092 8.152
H -0.252 4.591 8.450
H 0.082 5.853 7.274
H 2.648 3.522 6.874
H 3.962 2.080 5.756
H 3.529 1.735 4.083
H 3.204 0.544 5.333
H -1.625 1.883 3.161
H -2.475 3.027 4.203
H -2.297 1.347 4.700
H -1.506 4.002 6.056
N -6.442 -2.560 3.724
C -6.162 -2.235 2.454
S -7.116 -2.668 1.190
C -4.875 -1.503 2.245
C -4.696 -0.702 1.123
C -3.463 -0.125 0.899
N -2.410 -0.313 1.699
C -2.588 -1.060 2.788
C -3.797 -1.651 3.109
H -7.296 -3.061 3.908
H -5.940 -2.170 4.503
H -5.512 -0.550 0.431
H -3.299 0.498 0.028
H -1.726 -1.208 3.422
H -3.854 -2.268 3.995

Charge: +1
Multiplicity: 3
LUMO energy (spin up / spin down): -2.69 / -4.40 eV
Relative energy (zero: lowest compared OMol25 entry of this formula, charge and spin): 0.0 kcal per mole
Frontier orbital gap (spin up / spin down): 7.3 / 6.3 eV
HOMO level (spin up / spin down): -10.03 / -10.71 eV

Results of the Mulliken charge analysis, in e, for atoms 1 through 8: atom 1 (Pd): 0.742, atom 2 (C): -0.418, atom 3 (O): -0.452, atom 4 (C): -0.122, atom 5 (N): 0.141, atom 6 (C): -0.193, atom 7 (C): -0.058, atom 8 (C): -0.278